(1)
4
Properties=species:S:1:pos:R:3 method="wB97M-V/def2-TZVPD" charge=0 orbital_gap_ev="5.5 / 6.6" s2=2.0065 multiplicity=3
C -0.79 -0.08 -0.07
C 0.45 -0.11 -0.05
Cl 2.07 -0.11 -0.04
H -1.72 0.30 0.15

---

(2)
12
Properties=species:S:1:pos:R:3 method="wB97M-V/def2-TZVPD" smiles="NC(=O)[C@@H]1C=C1O" charge=0 orbital_gap_ev=9.3 de_lowest_kcal_mol=69.04 multiplicity=1
N -2.08 -0.50 -0.28
C -1.04 0.38 -0.19
C 0.25 -0.15 0.40
C 1.64 0.09 0.01
O 2.68 -0.54 -0.54
C 1.19 1.07 0.71
O -1.20 1.58 -0.36
H -2.95 -0.09 -0.61
H -1.93 -1.47 -0.46
H 0.08 -1.01 1.07
H 2.44 -1.48 -0.56
H 0.92 2.11 0.81

---

(3)
72
Properties=species:S:1:pos:R:3 method="wB97M-V/def2-TZVPD" charge=+1 orbital_gap_ev=7.1 de_lowest_kcal_mol=3.49 multiplicity=1
Ti 0.65 -1.64 -0.89
F -0.13 -0.91 -7.60
C -0.41 -1.06 -6.32
C -0.21 0.00 -5.44
F 0.28 1.15 -5.89
C -0.49 -0.16 -4.10
F -0.25 0.86 -3.27
C -1.00 -1.36 -3.60
S -1.41 -1.55 -1.89
C -1.19 -2.40 -4.50
F -1.66 -3.57 -4.06
C -0.91 -2.26 -5.84
F -1.09 -3.28 -6.68
Br 6.06 2.37 2.31
C 4.93 0.95 1.81
C 3.66 0.85 2.36
C 2.82 -0.17 1.96
C 3.26 -1.09 1.02
C 4.53 -1.00 0.48
C 5.38 0.02 0.87
N 2.36 -2.09 0.52
C 2.63 -3.32 0.70
C 1.79 -4.33 0.08
C 2.02 -5.68 0.25
C 1.18 -6.58 -0.40
C 0.16 -6.09 -1.18
C -0.01 -4.72 -1.31
N 0.79 -3.85 -0.69
H 3.33 1.58 3.09
H 1.82 -0.25 2.38
H 4.84 -1.71 -0.28
H 6.37 0.11 0.45
H 3.50 -3.63 1.28
H 2.84 -6.01 0.87
H 1.33 -7.65 -0.28
H -0.52 -6.75 -1.70
H -0.80 -4.30 -1.92
C -0.50 -1.85 0.91
H -1.52 -1.48 0.76
H -0.03 -1.27 1.70
H -0.56 -2.89 1.23
Br 2.26 -2.02 -2.72
C -6.65 2.45 2.57
C -5.27 3.03 2.58
C -4.75 3.68 1.47
C -3.48 4.26 1.50
C -2.70 4.16 2.65
N -1.40 4.73 2.68
C -0.30 4.27 2.03
O 0.79 4.80 2.13
N -0.52 3.14 1.26
C 0.45 2.49 0.50
C 1.64 3.08 0.07
C 2.50 2.33 -0.71
C 2.19 1.03 -1.04
N 1.06 0.45 -0.61
C 0.21 1.17 0.14
C -3.21 3.50 3.76
C -4.48 2.95 3.73
H -7.07 2.44 1.56
H -7.32 3.03 3.20
H -6.65 1.43 2.95
H -5.35 3.77 0.57
H -3.10 4.79 0.64
H -1.22 5.51 3.29
H -1.43 2.71 1.32
H 1.86 4.10 0.34
H 3.42 2.76 -1.08
H 2.84 0.42 -1.65
H -0.71 0.68 0.44
H -2.60 3.42 4.65
H -4.87 2.45 4.61

---

(4)
53
Properties=species:S:1:pos:R:3 method="wB97M-V/def2-TZVPD" charge=+1 orbital_gap_ev="6.7 / 6.8" de_lowest_kcal_mol=0.00 multiplicity=1
Rh -0.06 -1.26 0.13
Br 2.40 -3.16 -2.10
C 2.94 -2.75 -0.33
C 4.25 -3.02 0.04
C 4.64 -2.79 1.34
C 3.70 -2.31 2.25
C 2.42 -2.07 1.78
N 2.05 -2.24 0.51
C 1.32 -1.61 2.78
O 1.65 -1.43 3.92
O 0.18 -1.49 2.25
H 4.93 -3.42 -0.70
H 5.65 -2.97 1.65
H 3.91 -2.15 3.29
C 0.36 3.63 0.51
C 0.84 2.20 0.31
C 1.31 1.58 1.62
P -0.40 1.04 -0.49
C -0.07 1.17 -2.32
C 0.12 2.58 -2.85
C 1.16 0.30 -2.61
C -2.18 1.50 -0.14
C -2.39 1.52 1.37
C -2.74 2.74 -0.81
H 1.20 4.24 0.84
H -0.39 3.69 1.29
H -0.03 4.08 -0.39
H 1.69 2.21 -0.39
H 0.48 1.44 2.31
H 2.05 2.22 2.09
H 1.76 0.61 1.42
H -0.94 0.71 -2.80
H 0.97 3.08 -2.39
H -0.76 3.20 -2.70
H 0.31 2.53 -3.92
H 2.08 0.77 -2.26
H 1.26 0.14 -3.68
H 1.06 -0.68 -2.13
H -2.73 0.63 -0.53
H -2.01 2.44 1.81
H -1.90 0.67 1.85
H -3.45 1.47 1.59
H -2.20 3.64 -0.54
H -3.77 2.87 -0.48
H -2.76 2.64 -1.89
C -4.48 -4.02 0.11
O -3.26 -4.00 -0.61
C -2.37 -3.09 -0.36
S -2.54 -1.85 0.76
S -0.90 -3.14 -1.22
H -4.84 -5.05 0.07
H -5.21 -3.36 -0.38
H -4.33 -3.70 1.14

---

What is the charge in the second record? 0

---

Look up the charge of the fourth one. +1